Record 1
{"formula": "C4H10O2S", "method": "the ωB97M-V functional and the def2-TZVPD basis", "smiles": "O=CCCCS.O", "lumo_ev": 0.3, "orbital_gap_ev": 9.22, "energy_ha": -707.03777, "fmax_ev_per_a": 2.17, "relative_energy_kj_mol": 146.0, "multiplicity": 1, "elements": ["O", "C", "C", "C", "C", "S", "H", "H", "H", "H", "H", "H", "H", "H", "O", "H", "H"], "coordinates": [[-3.61397, 0.40203, 0.62869], [-2.88077, -0.17767, -0.12168], [-1.52655, -0.74831, 0.31244], [-0.39038, 0.26515, 0.30304], [0.95225, -0.37670, 0.63203], [2.33797, 0.81685, 0.79566], [-3.15864, -0.50991, -1.14257], [-1.31606, -1.38773, -0.56129], [-1.63122, -1.42233, 1.15978], [-0.32323, 0.70899, -0.69644], [-0.61421, 1.08984, 0.94390], [1.21362, -1.11244, -0.11385], [0.81353, -0.73544, 1.65111], [3.09218, 0.11423, -0.05496], [1.62557, -0.51529, -2.51962], [0.73677, -0.42574, -2.88844], [1.91159, -1.40502, -2.75206]]}

Record 2
{"formula": "C32H54N2O3P2V", "method": "the ωB97M-V functional and the def2-TZVPD basis", "charge": 1, "lumo_ev": [-2.2, -5.2], "s_squared": 2.00, "orbital_gap_ev": [7.85, 4.85], "energy_ha": -3213.19437, "fmax_ev_per_a": 8.16, "relative_energy_kj_mol": 649.8, "multiplicity": 3, "elements": ["V", "C", "C", "C", "C", "C", "C", "H", "H", "H", "C", "H", "H", "H", "C", "H", "H", "H", "C", "H", "H", "H", "C", "H", "H", "H", "C", "C", "C", "C", "C", "C", "C", "C", "H", "H", "H", "H", "H", "H", "H", "H", "H", "H", "H", "H", "P", "P", "C", "C", "H", "H", "H", "H", "C", "H", "H", "H", "C", "H", "H", "H", "C", "H", "H", "H", "C", "H", "H", "H", "C", "C", "C", "C", "C", "C", "O", "N", "C", "O", "N", "C", "O", "H", "H", "H", "H", "H", "H", "H", "H", "H", "H", "H"], "coordinates": [[-2.99819, 4.12090, -1.73320], [0.41737, 1.56036, 1.84245], [-0.84132, 1.04808, 2.26648], [0.35221, -0.68458, 1.33961], [1.14669, 0.49195, 1.25476], [-0.88230, -0.33738, 1.95653], [0.91873, 2.94025, 2.01112], [0.11057, 3.62939, 2.27777], [1.39107, 3.31017, 1.08935], [1.67914, 2.99293, 2.80674], [2.50764, 0.56686, 0.69144], [2.68264, 1.54077, 0.21402], [2.68217, -0.22209, -0.05761], [3.26542, 0.45541, 1.48610], [0.75998, -2.01792, 0.86433], [1.26666, -2.59042, 1.65989], [1.46665, -1.93959, 0.02538], [-0.10456, -2.61260, 0.54028], [-2.00589, -1.25545, 2.23602], [-1.93370, -1.70350, 3.23990], [-2.03022, -2.08350, 1.51588], [-2.96580, -0.72520, 2.18430], [-1.92015, 1.79356, 2.94528], [-2.00688, 1.50051, 4.00357], [-2.89471, 1.59602, 2.47537], [-1.73538, 2.87203, 2.91272], [-2.44995, 4.59158, -3.43155], [-2.94616, 5.74918, -2.58572], [-4.37798, 6.15643, -2.57744], [-5.38476, 5.13592, -1.95879], [-4.80735, 3.86728, -1.43863], [-4.17294, 2.82894, -2.35985], [-4.36924, 2.98620, -3.84891], [-3.38721, 4.02091, -4.46933], [-4.72041, 6.43493, -3.58860], [-6.20408, 4.94995, -2.67386], [-4.47500, 7.09269, -1.99770], [-3.94325, 4.81570, -4.99802], [-1.40878, 4.63912, -3.76412], [-2.25155, 6.58959, -2.52268], [-2.81364, 3.51900, -5.26913], [-4.21682, 2.02154, -4.36643], [-4.21243, 1.79494, -2.01595], [-5.41283, 3.25640, -4.08675], [-5.89459, 5.65237, -1.12448], [-5.36289, 3.44810, -0.60538], [0.52410, 0.63507, -2.40403], [-1.68710, -1.14135, -1.73502], [-0.69333, 0.40949, -3.80155], [-1.75846, -0.64943, -3.51940], [-0.17085, 0.24583, -4.75071], [-1.20914, 1.37721, -3.91937], [-2.74505, -0.20524, -3.69787], [-1.65597, -1.55241, -4.13951], [-1.54858, -2.95225, -2.00581], [-1.74198, -3.46806, -1.05767], [-0.52753, -3.18022, -2.33777], [-2.26481, -3.28217, -2.76962], [-3.44975, -0.96030, -1.23957], [-4.12621, -1.19510, -2.07212], [-3.64142, 0.06517, -0.89703], [-3.65262, -1.64230, -0.40310], [0.78688, 2.44626, -2.60341], [0.65041, 2.90184, -1.60720], [0.06238, 2.87745, -3.32357], [1.80723, 2.64701, -2.97210], [-1.95295, 4.28526, -0.00321], [-2.12051, 3.36889, 0.59024], [-2.36391, 5.17784, 0.50740], [-0.88201, 4.41863, -0.24170], [3.71901, -5.84094, -4.38330], [3.19871, -5.04897, -3.20391], [3.68897, -3.57621, -3.15842], [5.23176, -3.40763, -3.23933], [5.99807, -4.29278, -2.27572], [3.12433, -2.83285, -4.33358], [2.88838, -3.26486, -5.45221], [2.92631, -1.46189, -4.09957], [2.61589, -0.99448, -2.86271], [2.10999, 0.25467, -2.92291], [2.79233, -1.63053, -1.75822], [3.20505, -2.95744, -1.82972], [3.21039, -3.63267, -0.81301], [3.61431, -5.24926, -5.29758], [3.11457, -6.74522, -4.49074], [4.76767, -6.12511, -4.24817], [2.09800, -4.99728, -3.24714], [3.45316, -5.53484, -2.25198], [5.54685, -3.60272, -4.27580], [5.44764, -2.34671, -3.03448], [6.10461, -5.30620, -2.67692], [6.99942, -3.87977, -2.12476], [5.48384, -4.34039, -1.30915], [2.59299, -0.92484, -4.88834]]}

Record 3
{"formula": "C5H34N2O11", "method": "the ωB97M-V functional and the def2-TZVPD basis", "smiles": "CNC/C=C\\CO.N.O.O.O.O.O.O.O.O.O.O", "lumo_ev": 0.1, "orbital_gap_ev": 8.70, "energy_ha": -1147.93939, "fmax_ev_per_a": 3.64, "relative_energy_kj_mol": 448.3, "multiplicity": 1, "elements": ["C", "N", "C", "C", "C", "C", "O", "H", "H", "H", "H", "H", "H", "H", "H", "H", "H", "H", "N", "H", "H", "H", "O", "H", "H", "O", "H", "H", "O", "H", "H", "O", "H", "H", "O", "H", "H", "O", "H", "H", "O", "H", "H", "O", "H", "H", "O", "H", "H", "O", "H", "H"], "coordinates": [[1.20710, -3.88277, 1.39904], [0.72838, -2.49569, 1.86627], [1.84986, -1.62970, 2.40816], [1.75624, -0.24704, 1.87465], [0.92524, 0.76461, 2.03629], [-0.45630, 0.75397, 2.66834], [-1.14202, 1.96351, 2.52118], [1.83005, -3.76524, 0.51051], [1.64035, -4.36157, 2.23982], [0.32351, -4.49063, 0.99803], [0.32958, -2.03653, 1.05570], [1.52119, -1.69888, 3.47137], [2.86069, -2.02250, 2.35803], [2.60380, -0.06978, 1.22248], [1.17826, 1.70427, 1.60264], [-0.98109, -0.11947, 2.15653], [-0.29285, 0.40143, 3.68016], [-1.00093, 2.54554, 3.28062], [4.00664, 2.22618, -1.37443], [3.62611, 2.89119, -0.65692], [4.53741, 2.63977, -2.12016], [4.68743, 1.64354, -0.93180], [2.57072, 4.35145, 0.38427], [1.65236, 4.17178, 0.03171], [2.60570, 4.35018, 1.33389], [0.17208, -2.16845, -1.29950], [0.85433, -1.54235, -1.33545], [-0.47832, -1.78743, -0.70377], [-0.38493, 2.93772, -1.19562], [-1.11925, 2.65680, -0.64849], [-0.27858, 2.70881, -2.13508], [-1.97976, -1.12665, -0.10755], [-2.17787, -0.20007, 0.06788], [-2.28315, -1.24130, -1.02999], [-3.30121, 1.29625, -0.99135], [-3.61979, 2.19273, -1.25527], [-3.68215, 1.13271, -0.10639], [-2.05542, -1.81302, 2.95946], [-2.51715, -1.79155, 2.09899], [-1.33230, -2.44552, 2.79552], [-1.62541, -1.08515, -3.19597], [-0.75633, -1.25237, -2.68409], [-1.73810, -2.00059, -3.48066], [0.95346, -0.29046, -3.48358], [1.69177, 0.12523, -2.94788], [1.07700, 0.02008, -4.38102], [-4.02675, -0.77142, -2.75730], [-3.68526, -0.01192, -2.27300], [-3.28653, -0.85675, -3.38653], [1.63242, 0.25026, -0.72273], [2.36494, -0.17981, -1.18541], [1.90551, 1.16342, -0.74368]]}

Copy entry 3 word for word.
{"formula": "C5H34N2O11", "method": "the ωB97M-V functional and the def2-TZVPD basis", "smiles": "CNC/C=C\\CO.N.O.O.O.O.O.O.O.O.O.O", "lumo_ev": 0.1, "orbital_gap_ev": 8.70, "energy_ha": -1147.93939, "fmax_ev_per_a": 3.64, "relative_energy_kj_mol": 448.3, "multiplicity": 1, "elements": ["C", "N", "C", "C", "C", "C", "O", "H", "H", "H", "H", "H", "H", "H", "H", "H", "H", "H", "N", "H", "H", "H", "O", "H", "H", "O", "H", "H", "O", "H", "H", "O", "H", "H", "O", "H", "H", "O", "H", "H", "O", "H", "H", "O", "H", "H", "O", "H", "H", "O", "H", "H"], "coordinates": [[1.20710, -3.88277, 1.39904], [0.72838, -2.49569, 1.86627], [1.84986, -1.62970, 2.40816], [1.75624, -0.24704, 1.87465], [0.92524, 0.76461, 2.03629], [-0.45630, 0.75397, 2.66834], [-1.14202, 1.96351, 2.52118], [1.83005, -3.76524, 0.51051], [1.64035, -4.36157, 2.23982], [0.32351, -4.49063, 0.99803], [0.32958, -2.03653, 1.05570], [1.52119, -1.69888, 3.47137], [2.86069, -2.02250, 2.35803], [2.60380, -0.06978, 1.22248], [1.17826, 1.70427, 1.60264], [-0.98109, -0.11947, 2.15653], [-0.29285, 0.40143, 3.68016], [-1.00093, 2.54554, 3.28062], [4.00664, 2.22618, -1.37443], [3.62611, 2.89119, -0.65692], [4.53741, 2.63977, -2.12016], [4.68743, 1.64354, -0.93180], [2.57072, 4.35145, 0.38427], [1.65236, 4.17178, 0.03171], [2.60570, 4.35018, 1.33389], [0.17208, -2.16845, -1.29950], [0.85433, -1.54235, -1.33545], [-0.47832, -1.78743, -0.70377], [-0.38493, 2.93772, -1.19562], [-1.11925, 2.65680, -0.64849], [-0.27858, 2.70881, -2.13508], [-1.97976, -1.12665, -0.10755], [-2.17787, -0.20007, 0.06788], [-2.28315, -1.24130, -1.02999], [-3.30121, 1.29625, -0.99135], [-3.61979, 2.19273, -1.25527], [-3.68215, 1.13271, -0.10639], [-2.05542, -1.81302, 2.95946], [-2.51715, -1.79155, 2.09899], [-1.33230, -2.44552, 2.79552], [-1.62541, -1.08515, -3.19597], [-0.75633, -1.25237, -2.68409], [-1.73810, -2.00059, -3.48066], [0.95346, -0.29046, -3.48358], [1.69177, 0.12523, -2.94788], [1.07700, 0.02008, -4.38102], [-4.02675, -0.77142, -2.75730], [-3.68526, -0.01192, -2.27300], [-3.28653, -0.85675, -3.38653], [1.63242, 0.25026, -0.72273], [2.36494, -0.17981, -1.18541], [1.90551, 1.16342, -0.74368]]}

Which formula does entry 1 have? C4H10O2S